# 1
Below is one molecule with the formula C6H13NO5, with properties calculated with the ωB97M-V functional and the def2-TZVPD basis.

* E_LUMO (spin up / spin down): 0.0309 / -0.1165 Ha
* HOMO level (spin up / spin down): -7.64 / -10.29 eV
* multiplicity: 3
* ⟨S²⟩: 2.007
* maximum force: 9.51 eV/A
* calculated total energy: -667.07349 hartree
* HOMO-LUMO gap (spin up / spin down): 8.482 / 7.121 eV

Last column: Mulliken charge in e.
CARTESIAN COORDINATES (ANGSTROEM)
1 C 1.815 -2.467 1.414  -1.216
2 C -1.469 -0.760 -0.902  -0.968
3 C 1.976 -0.982 1.593  -0.260
4 C 0.954 1.050 1.018  -0.333
5 C -0.355 1.712 0.574  -0.751
6 C -1.551 0.626 -1.324  0.740
7 N -1.192 0.938 -2.810  0.778
8 O -1.799 1.870 -3.306  -0.498
9 O -0.350 0.289 -3.370  -0.474
10 O -2.847 1.115 -1.084  -0.558
11 O 0.755 -0.340 1.206  -0.248
12 O -0.562 1.516 -0.768  -0.378
13 H 0.839 -2.769 1.710  0.333
14 H 1.924 -2.759 0.302  0.241
15 H 2.623 -3.035 1.875  0.392
16 H -2.359 -1.358 -0.864  0.350
17 H -0.753 -1.296 -1.427  0.364
18 H -1.013 -0.643 0.134  0.205
19 H 2.730 -0.721 0.837  0.317
20 H 2.248 -0.838 2.645  0.280
21 H 1.436 1.532 1.980  0.289
22 H 1.693 1.112 0.118  0.309
23 H -0.554 2.824 0.680  0.336
24 H -1.345 1.294 1.095  0.348
25 H -2.844 2.090 -1.326  0.403

# 2
Below is a 2-piece molecular cluster, C4H10OS overall, with properties calculated with the ωB97M-V functional and the def2-TZVPD basis.

* E_LUMO (spin up / spin down): 0.1205 / 0.1179 Ha
* HOMO level (spin up / spin down): 0.76 / -3.30 eV
* multiplicity: 2
* ⟨S²⟩: 0.755
* maximum force: 3.85 eV/A
* energy relative to the best compared isomer or geometry (same formula, charge and spin): 2.5896 eV
* calculated total energy: -631.67431 hartree
* HOMO-LUMO gap (spin up / spin down): 2.519 / 6.510 eV
* net charge: -1

Last column: Mulliken charge in e.
CARTESIAN COORDINATES (ANGSTROEM)
1 C -2.191 1.309 0.120  -1.098
2 C -1.523 0.503 -1.022  -0.449
3 S -1.941 -1.300 -0.821  -0.156
4 H -3.284 1.137 0.335  0.331
5 H -1.986 2.281 -0.509  0.270
6 H -1.552 1.487 1.001  0.347
7 H -2.004 0.887 -1.978  0.315
8 H -0.406 0.600 -1.133  0.239
9 H -2.247 -1.078 0.378  0.112
10 C 2.992 -0.974 -0.223  -0.480
11 C 1.918 -0.851 0.533  -0.649
12 O 1.823 -1.191 1.900  -0.249
13 H 3.344 -0.136 -0.845  0.374
14 H 3.565 -1.918 -0.310  0.115
15 H 1.067 -0.167 0.234  -0.358
16 H 2.424 -0.589 2.341  0.337

# 3
Below is one molecule with the formula C4H9NO2, with properties calculated with the ωB97M-V functional and the def2-TZVPD basis.

* E_LUMO: 0.0181 Ha
* HOMO level: -9.58 eV
* multiplicity: 1
* maximum force: 5.57 eV/A
* energy relative to the best compared isomer or geometry (same formula, charge and spin): 2.3756 eV
* calculated total energy: -362.99823 hartree
* HOMO-LUMO gap: 10.068 eV

Last column: Mulliken charge in e.
CARTESIAN COORDINATES (ANGSTROEM)
1 C -0.313 1.122 1.601  -1.270
2 C -0.357 0.707 0.219  0.681
3 N -1.647 0.215 -0.197  -0.726
4 C 0.784 -0.295 -0.047  -0.849
5 C 0.844 -0.826 -1.430  0.187
6 O 0.616 -0.183 -2.506  -0.514
7 O 1.473 -2.110 -1.512  -0.432
8 H 0.458 0.499 2.122  0.300
9 H -1.313 1.262 1.991  0.441
10 H 0.170 2.155 1.808  0.248
11 H -0.248 1.473 -0.586  0.279
12 H -2.105 -0.375 0.516  0.239
13 H -1.531 -0.489 -0.893  0.206
14 H 1.635 0.354 0.122  0.359
15 H 0.841 -0.978 0.702  0.516
16 H 0.693 -2.529 -1.911  0.334

# 4
Below is a 2-piece molecular cluster, C2H9NO2 overall, with properties calculated with the ωB97M-V functional and the def2-TZVPD basis.

* E_LUMO: 0.0329 Ha
* HOMO level: -9.33 eV
* multiplicity: 1
* maximum force: 2.55 eV/A
* energy relative to the best compared isomer or geometry (same formula, charge and spin): 0.5802 eV
* calculated total energy: -286.79707 hartree
* HOMO-LUMO gap: 10.229 eV

Last column: Mulliken charge in e.
CARTESIAN COORDINATES (ANGSTROEM)
1 C 0.497 -1.957 -0.952  -0.783
2 N -0.542 -1.007 -0.479  -0.391
3 C -0.217 -0.259 0.687  -0.262
4 O 0.991 0.629 0.574  -0.540
5 H 1.426 -1.370 -1.068  0.270
6 H 0.780 -2.631 -0.147  0.275
7 H 0.270 -2.318 -1.946  0.326
8 H -0.848 -0.404 -1.231  0.263
9 H -0.033 -0.901 1.541  0.253
10 H -0.986 0.509 0.720  0.317
11 H 1.260 0.370 -0.315  0.277
12 O -1.111 2.963 0.617  -0.648
13 H -1.335 3.517 1.371  0.309
14 H -0.150 2.857 0.629  0.334

# 5
Below is a 2-piece molecular cluster, CH4ClN2O overall, with properties calculated with the ωB97M-V functional and the def2-TZVPD basis.

* E_LUMO (spin up / spin down): -0.2403 / -0.3004 Ha
* HOMO level (spin up / spin down): -15.45 / -14.42 eV
* multiplicity: 1
* maximum force: 2.90 eV/A
* energy relative to the best compared isomer or geometry (same formula, charge and spin): 6.5463 eV
* calculated total energy: -684.90392 hartree
* HOMO-LUMO gap (spin up / spin down): 8.914 / 6.242 eV
* net charge: +1

Last column: Mulliken charge in e.
CARTESIAN COORDINATES (ANGSTROEM)
1 C -0.609 0.400 -1.694  -0.534
2 N 0.653 -1.235 2.449  -0.209
3 N -0.447 0.655 -0.335  0.328
4 O 0.595 0.621 0.206  -0.203
5 Cl 0.263 0.266 2.480  0.336
6 H 0.321 0.527 -2.221  0.373
7 H -1.432 1.005 -2.050  0.271
8 H -1.004 -0.760 -1.660  0.300
9 H 1.661 -1.478 2.825  0.337

# 6
Below is an isolated ion of composition C4H7O2 and charge -1, with properties calculated with the ωB97M-V functional and the def2-TZVPD basis.

* E_LUMO: 0.1510 Ha
* HOMO level: -2.69 eV
* multiplicity: 1
* maximum force: 1.27 eV/A
* energy relative to the best compared isomer or geometry (same formula, charge and spin): 2.2106 eV
* calculated total energy: -307.07241 hartree
* HOMO-LUMO gap: 6.799 eV
* net charge: -1

Last column: Mulliken charge in e.
CARTESIAN COORDINATES (ANGSTROEM)
1 O -0.244 -1.240 2.557  -0.558
2 C 0.019 -1.123 1.371  -0.043
3 C -0.239 0.041 0.518  -0.281
4 C -0.556 -0.220 -0.954  -0.647
5 C -0.067 0.996 -1.764  -0.485
6 O 1.190 1.350 -1.375  -0.884
7 H 0.494 -1.993 0.880  0.324
8 H 0.750 0.561 0.392  0.262
9 H -0.980 0.710 0.960  0.239
10 H -0.046 -1.108 -1.358  0.329
11 H -1.627 -0.453 -1.054  0.303
12 H -0.148 0.725 -2.851  0.252
13 H -0.759 1.875 -1.677  0.190